{"formula": "C20H18Br4F6N3O5SbSe2Te2Ti", "method": "the ωB97M-V functional and the def2-TZVPD basis", "total_charge": -2, "homo_ha": -0.073, "e_above_lowest_kcal_mol": 0.0, "lumo_ev": 3.57, "elements": ["C", "O", "H", "C", "H", "C", "H", "Br", "H", "H", "Ti", "F", "Te", "Te", "C", "Br", "Sb", "F", "C", "H", "F", "Se", "H", "Br", "C", "Se", "H", "H", "O", "C", "C", "O", "C", "H", "C", "N", "F", "C", "N", "H", "F", "N", "H", "C", "H", "C", "C", "H", "O", "F", "C", "H", "H", "H", "C", "H", "C", "O", "Br", "C", "C", "C"], "positions_angstrom": [[-1.51391, -2.30798, 2.14751], [2.10827, -1.24322, 1.90829], [6.37944, -3.01232, -1.48611], [-4.64293, -0.73769, -2.27302], [-4.12957, -1.83767, -0.49281], [5.64987, -3.41818, 1.80614], [-1.63558, -1.20165, -0.91328], [-2.82842, -0.58682, 5.71011], [-5.48671, 1.25022, -2.19881], [-1.48217, 2.99496, -0.02849], [0.57506, 0.37332, -0.24625], [3.20401, 3.85077, -0.39702], [1.05950, 2.65849, -4.19144], [-1.10005, -0.60836, -4.34665], [-0.82652, -1.26897, 1.54288], [-1.27926, 1.93334, 4.11998], [2.65249, 3.42163, 1.36029], [0.88488, 3.95685, 0.93338], [-1.21101, 2.65103, -1.03480], [3.44917, -1.14193, -1.49824], [2.11676, 2.93721, 3.10051], [1.91494, 1.14864, -2.44769], [-0.19065, 2.98906, -1.22581], [-3.01682, -3.54410, 4.23324], [2.67639, -1.31960, 0.83656], [0.59163, -0.99418, -2.59992], [-3.34214, -2.43741, -1.95695], [3.90757, -2.56909, 2.74622], [-0.17018, 0.91292, 1.43117], [3.96610, -2.07480, 0.69120], [-2.40148, 0.61003, -1.26016], [-0.26069, -1.33046, 0.35402], [-2.13957, 3.22374, -2.08090], [-4.23582, -0.59893, -3.27660], [-3.54131, 2.73846, -1.78094], [-2.49017, -0.72825, -1.18163], [3.10324, 5.16365, 1.95532], [-4.81637, 0.61843, -1.61410], [-3.54082, 1.30587, -1.52446], [-2.09902, 4.31334, -2.07380], [4.39484, 2.79313, 1.74257], [-1.23034, 1.18804, -1.08203], [-4.20124, 2.92792, -2.63379], [6.33888, -3.53757, 0.60175], [7.26350, -4.10166, 0.55689], [4.47514, -2.69113, 1.83325], [-1.37595, 0.20429, 3.38724], [-5.59859, -1.26002, -2.33962], [4.27835, -1.63301, -1.66790], [2.23255, 1.60927, 0.73018], [5.85574, -2.93610, -0.54186], [-1.81512, 2.87398, -3.06285], [6.02742, -3.88469, 2.70678], [-3.96243, 3.26615, -0.91490], [-2.10584, -2.10872, 3.39927], [-5.26702, 0.50017, -0.61929], [4.66947, -2.19604, -0.51373], [2.23527, -0.76481, -0.26908], [-1.59081, -3.94749, 1.21518], [-0.78995, 0.00363, 2.14592], [-3.66106, -1.53207, -1.43745], [-2.03093, -0.86366, 4.01652]]}

---

{"formula": "C6H9N2O2", "method": "the ωB97M-V functional and the def2-TZVPD basis", "total_charge": -1, "homo_ha": -0.171, "e_above_lowest_kcal_mol": 9.5, "lumo_ev": 3.82, "elements": ["N", "O", "C", "H", "C", "H", "C", "N", "C", "H", "C", "H", "H", "H", "H", "C", "H", "O", "H"], "positions_angstrom": [[-0.84487, -0.03423, 0.63955], [-0.05125, 1.02698, -2.31424], [-0.15088, -1.16653, 0.34578], [1.36279, -3.46785, 1.39677], [0.90295, 3.22138, -2.57705], [-1.00870, 0.76922, 0.03203], [0.31962, -3.31737, 1.65815], [-0.83042, -1.24212, 2.48501], [-1.23011, -0.11873, 1.91767], [1.93676, 3.32265, -2.23546], [-0.14917, -1.90337, 1.50349], [0.96524, 2.84165, -3.59299], [-1.80471, 0.65733, 2.39940], [-0.29138, -3.97930, 1.03367], [0.34342, 4.14235, -2.46580], [0.28594, 2.07381, -1.72641], [0.10508, -1.50701, -0.64099], [0.08349, 2.35566, -0.51536], [0.05621, -3.67451, 2.65675]]}

---

{"formula": "C12H24Br12", "method": "the ωB97M-V functional and the def2-TZVPD basis", "total_charge": 0, "smiles": "BrCCBr.BrCCBr.BrCCBr.BrCCBr.BrCCBr.BrCCBr", "homo_ha": -0.367, "e_above_lowest_kcal_mol": 13.6, "lumo_ev": 0.09, "elements": ["C", "C", "C", "Br", "Br", "H", "H", "Br", "Br", "H", "C", "Br", "H", "H", "H", "H", "Br", "H", "Br", "H", "C", "C", "H", "Br", "H", "H", "H", "Br", "Br", "C", "C", "H", "C", "H", "H", "H", "H", "Br", "C", "H", "H", "C", "H", "H", "H", "H", "Br", "C"], "positions_angstrom": [[-5.55621, -3.68635, 2.94145], [2.56162, -2.97996, 0.75784], [-0.05754, 3.23148, -6.16483], [1.72997, 1.38959, -7.23280], [0.30734, 0.37028, -2.64818], [0.66174, 1.53493, -5.00126], [-5.33447, -2.44848, 1.16587], [-1.04882, 5.48630, 0.70474], [-0.82226, 4.25156, -4.68260], [3.11972, -4.86581, -0.04190], [3.36616, -3.82002, -0.22126], [-5.17049, -5.37599, 2.01732], [-5.08257, -3.64893, 3.92375], [-1.14288, 1.03858, -0.06951], [0.24421, 3.87383, -6.99060], [0.47634, -0.95556, 3.85023], [2.77374, -1.06294, 0.19867], [-1.52975, -1.07380, -1.64977], [0.56870, 1.35194, 2.99248], [-0.73518, 4.11689, -1.46962], [-0.66766, 0.06481, -0.03320], [2.56470, -0.37799, 4.06838], [0.01138, -1.66578, -1.15850], [-5.23268, -0.88318, 3.13214], [-0.91287, 2.72077, -6.61021], [-6.60761, -3.49000, 3.12600], [0.33059, 0.21738, 0.36754], [2.96631, -1.93100, 5.22747], [-1.64561, -0.96686, 1.34402], [-4.89749, -2.55940, 2.15520], [1.02936, 2.29658, -5.67701], [2.93135, -3.04910, 1.77321], [0.90319, 3.59654, -0.23418], [1.49354, -3.17377, 0.69862], [3.28323, -3.55478, -1.26584], [2.85308, -0.67919, 3.06422], [1.41903, 3.05760, -1.02637], [5.27060, -3.64210, 0.25017], [-0.06022, 4.63549, -0.79128], [0.83308, 0.12926, 5.21233], [0.36107, 2.87292, 0.36804], [-0.55268, -0.74814, -1.29611], [3.19280, 0.45563, 4.36266], [-3.82953, -2.70286, 2.04358], [0.44495, 5.45146, -1.29369], [1.79461, 2.91325, -5.21319], [2.30196, 4.41447, 0.83637], [1.09216, -0.12956, 4.18958]]}

---

{"formula": "C3H11N3O2", "method": "the ωB97M-V functional and the def2-TZVPD basis", "total_charge": 0, "smiles": "C[C@H](O)N(N)O.C=N", "homo_ha": -0.318, "e_above_lowest_kcal_mol": 102.3, "lumo_ev": 0.92, "elements": ["H", "H", "N", "N", "H", "H", "C", "O", "H", "H", "O", "H", "H", "H", "H", "H", "N", "C", "C"], "positions_angstrom": [[-2.44260, -1.20788, 1.41712], [0.91303, 0.10890, 1.60643], [2.29278, 0.41720, 1.03920], [-0.02712, 0.20921, -0.59770], [-0.43155, 1.64870, 0.58783], [-2.47079, -1.30425, -0.34966], [-0.60166, -0.62436, 0.52233], [-0.45479, 1.58183, -0.38559], [2.80997, 0.72736, -0.97248], [0.13003, 0.29635, -2.54584], [-0.16872, -0.04976, 1.69856], [-2.56178, 0.27804, 0.46943], [-0.15884, -1.61756, 0.34565], [-1.39394, -0.07170, -2.03154], [2.10257, -0.90356, -0.49558], [2.66954, 1.33643, 1.25917], [-0.40024, -0.22550, -1.85472], [-2.12347, -0.71880, 0.49999], [2.31759, 0.11936, -0.21258]]}

---

{"formula": "C24H47Cl3F8O", "method": "the ωB97M-V functional and the def2-TZVPD basis", "total_charge": 0, "smiles": "FC(F)C(F)(F)COC(F)(F)C(F)F.ClC(Cl)Cl.CCCCCC.CCCCCC.CCCCCC", "homo_ha": -0.396, "e_above_lowest_kcal_mol": 9.3, "lumo_ev": 0.59, "elements": ["H", "C", "H", "F", "H", "H", "Cl", "H", "H", "C", "H", "H", "H", "H", "H", "H", "H", "H", "C", "H", "F", "H", "C", "C", "H", "F", "H", "H", "C", "H", "C", "H", "C", "H", "H", "H", "H", "O", "C", "H", "C", "H", "C", "C", "Cl", "H", "H", "C", "F", "F", "H", "Cl", "C", "H", "F", "H", "C", "H", "F", "H", "H", "H", "H", "H", "H", "H", "H", "C", "H", "C", "H", "C", "H", "C", "C", "C", "C", "C", "H", "H", "F", "C", "H"], "positions_angstrom": [[21.18946, -19.43589, 19.97613], [29.57431, -17.58437, 25.94582], [19.07176, -19.91598, 24.04434], [21.46900, -16.32187, 22.13298], [19.20986, -19.98198, 21.29217], [24.13382, -12.54780, 23.39158], [24.18945, -18.77643, 17.95620], [20.03736, -22.16202, 22.31019], [20.70865, -23.18679, 26.25141], [29.06398, -17.72444, 27.38512], [23.92440, -17.51194, 25.95460], [19.61572, -16.57263, 27.99819], [21.29371, -21.23558, 23.21809], [20.25483, -16.61496, 25.57429], [24.70750, -13.34697, 21.95743], [29.21721, -17.12863, 23.22045], [28.08545, -17.24947, 27.48960], [20.38730, -18.83972, 28.70582], [22.25617, -14.09177, 21.89973], [28.27222, -19.99762, 22.73321], [24.91716, -14.38212, 25.08665], [19.09160, -19.57235, 27.69912], [29.12130, -18.17617, 23.52141], [20.45863, -17.46023, 26.23888], [18.66418, -18.54514, 29.04944], [26.10720, -15.70507, 21.97381], [22.13284, -18.52661, 27.13331], [25.90144, -17.71714, 19.25513], [21.90936, -17.55271, 26.69169], [20.53075, -20.81112, 25.77724], [28.71555, -18.39495, 24.97691], [22.24144, -20.43208, 21.01666], [20.28807, -21.21342, 22.79459], [20.52784, -14.79671, 22.98025], [20.17889, -18.31103, 25.60243], [27.93420, -19.39400, 20.44824], [29.58270, -16.51911, 25.70253], [23.06243, -14.21882, 22.99224], [24.81976, -17.73841, 19.26641], [21.76731, -18.19976, 23.85968], [25.60451, -15.66963, 23.24485], [22.89023, -16.36249, 25.13071], [19.40412, -18.68977, 28.26127], [25.33696, -14.27244, 23.80598], [24.15497, -16.14494, 19.08087], [28.93582, -18.78842, 27.59778], [28.71983, -17.82815, 20.71168], [22.70486, -18.35313, 24.39501], [21.79717, -12.82068, 21.84361], [26.46220, -13.50124, 23.81728], [18.45062, -17.24080, 26.93919], [24.39762, -18.47888, 20.84879], [24.30433, -13.53447, 22.95296], [22.74399, -19.38780, 24.74409], [20.26017, -14.89788, 20.97202], [27.20335, -18.66167, 22.66219], [28.25429, -18.92302, 22.50594], [23.48943, -18.22914, 23.64579], [22.94571, -14.35300, 20.78065], [28.82760, -19.46294, 25.18248], [19.58443, -23.63495, 24.99777], [21.17551, -23.09871, 24.51574], [30.60650, -17.93171, 25.85754], [24.62091, -16.14783, 23.13563], [18.32977, -21.41120, 23.79890], [29.67752, -19.30276, 20.94216], [30.13859, -18.56672, 23.38425], [21.24254, -20.33390, 20.59453], [22.12062, -16.78155, 27.43736], [28.68282, -18.87100, 21.04251], [27.65691, -18.16398, 25.11341], [19.32655, -20.98116, 23.95391], [18.98468, -21.53454, 26.00325], [21.05447, -15.03515, 22.05162], [20.38447, -22.93044, 25.24109], [20.20971, -20.15309, 21.70419], [19.82411, -21.49854, 25.30191], [22.91796, -17.37243, 25.55257], [21.04686, -21.19769, 19.95764], [20.36887, -19.18366, 22.19887], [26.37154, -16.44645, 24.03851], [19.42999, -17.45879, 27.37685], [29.68394, -17.27705, 28.16166]]}

---

{"formula": "C2H3ClO2P", "method": "the ωB97M-V functional and the def2-TZVPD basis", "total_charge": -1, "homo_ha": -0.137, "e_above_lowest_kcal_mol": 94.4, "lumo_ev": 3.98, "elements": ["H", "O", "H", "C", "O", "P", "C", "Cl", "H"], "positions_angstrom": [[-1.04516, 1.09891, 1.15914], [-1.63307, 0.24815, -1.09618], [1.80896, -0.27384, -0.18129], [0.76750, -0.23916, -0.04130], [-0.41731, -1.10766, -2.45511], [0.43048, 1.34638, 0.80249], [-0.76077, -0.37758, -1.60386], [0.29297, -1.59000, 1.16630], [0.55640, 0.89481, 2.24982]]}

---

no.,gap between HOMO and LUMO (eV)
1,5.6
2,8.5
3,10.1
4,9.6
5,11.4
6,7.7